one:
The following is a quantum chemistry calculation of a 10-piece molecular cluster, H20O10 overall, from OMol25.

Each atom is followed by the atoms it is bonded to, with distances in Å.
Cartesian coordinates (Å):
1 O 0.2649 0.2919 0.1818  H2 0.968, H3 0.969
2 H 0.1649 -0.4271 -0.4592  O1 0.968
3 H 0.2578 -0.1483 1.0447  O1 0.969
4 O -2.0505 2.4227 0.1358  H5 0.962, H6 0.964
5 H -1.3054 2.7269 0.6628  O4 0.962
6 H -1.8776 1.4814 0.0178  O4 0.964
7 O 1.4321 -3.1068 -1.3635  H8 0.982, H9 0.961
8 H 1.2332 -2.2065 -1.7024  O7 0.982
9 H 0.6312 -3.6088 -1.5389  O7 0.961
10 O -0.8885 1.1482 3.3827  H11 0.981, H12 0.963
11 H -1.6463 0.7859 2.8753  O10 0.981
12 H -1.0653 2.0919 3.4576  O10 0.963
13 O 2.7080 0.7987 1.7448  H14 0.966, H15 0.963
14 H 1.8383 1.1262 2.0098  O13 0.966
15 H 3.0587 1.4820 1.1639  O13 0.963
16 O 0.5086 -0.7653 -2.5332  H17 0.970, H18 0.964
17 H 0.8594 0.1370 -2.4706  O16 0.970
18 H 0.0527 -0.8058 -3.3814  O16 0.964
19 O 2.8326 -2.0097 1.0356  H20 0.970, H21 0.976
20 H 2.4904 -2.2765 0.1678  O19 0.970
21 H 2.6745 -1.0484 1.0957  O19 0.976
22 O -2.4849 -1.1933 -1.1084  H23 0.964, H24 0.966
23 H -2.1165 -1.9883 -1.5105  O22 0.964
24 H -2.6596 -0.5940 -1.8454  O22 0.966
25 O 0.8937 2.1954 -1.9405  H26 0.965, H27 0.972
26 H 1.7068 2.6985 -1.8125  O25 0.965
27 H 0.7307 1.7572 -1.0887  O25 0.972
28 O -2.4983 -0.2210 1.5499  H29 0.964, H30 0.975
29 H -3.4584 -0.1327 1.5474  O28 0.964
30 H -2.2874 -0.6116 0.6818  O28 0.975

Summary:
- Net charge: 0
- HOMO-LUMO gap: 9.9 eV

two:
The following is a quantum chemistry calculation of a 10-piece molecular cluster, H20O10 overall, from OMol25.

Each atom is followed by the atoms it is bonded to, with distances in Å.
Cartesian coordinates (Å):
1 H -0.0684 0.2745 1.0520  O21 1.004
2 H 1.0914 1.3790 0.6242  O21 0.937
3 H 3.7622 1.2180 1.4027  O22 1.003
4 H 4.8867 1.3942 2.2851  O22 0.950
5 H -0.2544 -3.7039 1.8980  O23 0.993
6 H -0.7739 -3.7549 0.5325  O23 0.931
7 H -4.2053 -0.0854 -1.0436  O24 0.969
8 H -4.4925 0.7435 0.1929  O24 1.028
9 H -1.5996 -1.0490 -2.3323  O25 0.948
10 H -2.5471 -1.7769 -1.3643  O25 0.971
11 H 2.8686 1.1538 -1.8927  O26 0.938
12 H 1.8771 1.5265 -2.9338  O26 0.989
13 H -0.4262 -2.0271 -1.5270  O27 1.019
14 H 0.3650 -1.7909 -2.9159  O27 0.949
15 H 4.0729 -0.9865 -0.3185  O28 0.974
16 H 5.3263 -1.0095 0.7023  O28 1.026
17 H -0.9744 4.1310 -1.3224  O29 0.985
18 H -2.4502 4.0567 -0.8333  O29 0.903
19 H -2.0857 1.4248 4.4911  O30 1.034
20 H -2.0710 0.9793 3.0596  O30 0.966
21 O 0.5940 0.6228 0.3833  H1 1.004, H2 0.937
22 O 4.5990 1.7679 1.4609  H3 1.003, H4 0.950
23 O -0.9666 -4.1386 1.3587  H5 0.993, H6 0.931
24 O -4.3469 -0.2320 -0.0968  H7 0.969, H8 1.028
25 O -1.7917 -1.1693 -1.4123  H9 0.948, H10 0.971
26 O 1.9391 1.2264 -1.9931  H11 0.938, H12 0.989
27 O -0.1807 -2.4049 -2.4405  H13 1.019, H14 0.949
28 O 4.4817 -1.5051 0.3971  H15 0.974, H16 1.026
29 O -1.8876 4.4949 -1.3873  H17 0.985, H18 0.903
30 O -2.7281 1.0757 3.7605  H19 1.034, H20 0.966

Summary:
- Net charge: 0
- HOMO-LUMO gap: 10.3 eV

Which of them is the least stable? Correct choice: two.

one:
The following is a quantum chemistry calculation of a 10-piece molecular cluster, H20O10 overall, from OMol25.

Each atom is followed by the atoms it is bonded to, with distances in Å.
Cartesian coordinates (Å):
1 O 1.2883 2.4167 1.5378  H2 0.996, H3 0.965
2 H 1.5558 3.2205 2.0620  O1 0.996
3 H 0.5388 2.8349 1.0962  O1 0.965
4 O -0.1121 -0.2008 -1.2178  H5 0.991, H6 0.964
5 H -0.8993 -0.2652 -0.6199  O4 0.991
6 H -0.5318 -0.3760 -2.0672  O4 0.964
7 O 1.0671 -1.6910 1.9547  H8 0.970, H9 1.037
8 H 0.9202 -0.7437 1.8048  O7 0.970
9 H 1.3120 -2.2669 1.1273  O7 1.037
10 O 0.0844 3.0335 -3.5215  H11 0.969, H12 0.983
11 H 0.6142 3.2125 -2.7299  O10 0.969
12 H -0.1211 2.0943 -3.3183  O10 0.983
13 O -2.4276 -0.6779 0.2812  H14 0.961, H15 0.997
14 H -1.9538 -1.4370 0.6307  O13 0.961
15 H -2.3357 -0.0811 1.0751  O13 0.997
16 O 1.9627 -2.4461 -0.3322  H17 0.967, H18 0.950
17 H 1.2414 -1.8229 -0.4938  O16 0.967
18 H 2.8569 -2.1248 -0.3395  O16 0.950
19 O -1.8699 -3.8533 -0.3859  H20 0.979, H21 0.961
20 H -1.9327 -3.4582 0.5078  O19 0.979
21 H -2.6226 -3.5078 -0.8741  O19 0.961
22 O 3.1277 0.4051 -1.2539  H23 0.955, H24 0.952
23 H 3.4775 0.7762 -2.0608  O22 0.955
24 H 2.2021 0.5792 -1.1179  O22 0.952
25 O -2.2342 2.0080 0.0243  H26 0.965, H27 0.949
26 H -2.8727 1.2995 0.1737  O25 0.965
27 H -1.3999 1.8353 0.4419  O25 0.949
28 O -0.5680 0.3172 2.2338  H29 0.964, H30 0.964
29 H -0.5643 0.0161 3.1498  O28 0.964
30 H 0.1966 0.9040 2.2317  O28 0.964

Summary:
- Net charge: 0
- HOMO-LUMO gap: 10.0 eV

two:
The following is a quantum chemistry calculation of a 10-piece molecular cluster, H20O10 overall, from OMol25.

Each atom is followed by the atoms it is bonded to, with distances in Å.
Cartesian coordinates (Å):
1 H 0.0236 1.3716 0.5381  O21 0.964
2 H 1.1760 2.2012 -0.0038  O21 0.964
3 H 0.7781 -2.2032 -0.6017  O22 0.964
4 H 1.8296 -1.3064 -1.2343  O22 0.964
5 H -4.2681 0.7668 -0.6262  O23 0.964
6 H -5.0922 0.5602 -1.8865  O23 0.964
7 H 4.4501 2.5086 1.7856  O24 0.964
8 H 3.1317 1.9282 1.3010  O24 0.964
9 H -0.6382 -1.2754 3.1787  O25 0.964
10 H -2.1207 -1.5341 2.9659  O25 0.964
11 H -2.9262 -0.3529 0.9131  O26 0.964
12 H -3.9123 -1.4898 1.1250  O26 0.964
13 H -2.6944 2.4294 -0.4312  O27 0.964
14 H -2.4364 3.5902 -1.3777  O27 0.964
15 H 3.7710 -3.4837 -1.3542  O28 0.964
16 H 3.5031 -2.0740 -0.8533  O28 0.964
17 H 3.5958 1.0793 -1.5691  O29 0.964
18 H 3.7471 2.1114 -0.4637  O29 0.964
19 H -1.3255 -1.5988 0.0232  O30 0.964
20 H -0.6556 -1.8888 -1.3099  O30 0.964
21 O 0.8486 1.2960 0.0455  H1 0.964, H2 0.964
22 O 1.7088 -2.1827 -0.8516  H3 0.964, H4 0.964
23 O -4.9363 0.1885 -1.0110  H5 0.964, H6 0.964
24 O 3.5485 2.7593 1.5551  H7 0.964, H8 0.964
25 O -1.2540 -1.9388 2.8476  H9 0.964, H10 0.964
26 O -3.6686 -0.8029 0.4944  H11 0.964, H12 0.964
27 O -2.0844 3.1582 -0.5913  H13 0.964, H14 0.964
28 O 4.0873 -2.8291 -0.7214  H15 0.964, H16 0.964
29 O 3.0993 1.5287 -0.8759  H17 0.964, H18 0.964
30 O -1.3412 -1.3446 -0.9064  H19 0.964, H20 0.964

Summary:
- Net charge: 0
- HOMO-LUMO gap: 10.5 eV

three:
The following is a quantum chemistry calculation of a 10-piece molecular cluster, H20O10 overall, from OMol25.

Each atom is followed by the atoms it is bonded to, with distances in Å.
Cartesian coordinates (Å):
1 O -1.0728 -0.8711 -3.0486  H2 1.105, H3 0.982
2 H -0.5258 -1.8241 -2.9346  O1 1.105
3 H -1.9188 -0.8581 -2.5506  O1 0.982
4 O 2.5172 -1.4411 1.4534  H5 0.905, H6 0.946
5 H 2.9732 -2.1971 1.2554  O4 0.905
6 H 2.3762 -1.0371 0.6094  O4 0.946
7 O -3.5138 0.1289 0.2574  H8 1.019, H9 1.036
8 H -3.9408 0.0779 -0.6666  O7 1.019
9 H -2.5208 -0.0401 0.5004  O7 1.036
10 O 1.1572 1.2269 -1.9496  H11 1.019, H12 0.874
11 H 1.3372 2.2139 -1.7696  O10 1.019
12 H 1.3722 0.9289 -2.7426  O10 0.874
13 O 0.0602 1.5979 2.2244  H14 0.922, H15 0.931
14 H -0.3348 2.2959 2.6784  O13 0.922
15 H 0.9542 1.7779 2.4124  O13 0.931
16 O 0.2192 -1.7821 2.3824  H17 0.953, H18 0.946
17 H -0.0418 -1.2061 3.0954  O16 0.953
18 H 1.1282 -1.7791 2.1204  O16 0.946
19 O -1.7448 -3.0201 -0.2046  H20 0.895, H21 0.889
20 H -1.4288 -3.5011 -0.8896  O19 0.895
21 H -1.1198 -2.4201 -0.0036  O19 0.889
22 O 2.8932 -0.1621 -1.2056  H23 0.917, H24 0.979
23 H 2.2242 0.4059 -1.4706  O22 0.917
24 H 3.6102 0.4759 -1.3976  O22 0.979
25 O -1.6598 3.3369 0.4164  H26 0.967, H27 0.977
26 H -0.9508 2.8729 0.8824  O25 0.967
27 H -1.1758 4.1859 0.4374  O25 0.977
28 O -0.5918 -0.1331 0.0844  H29 0.907, H30 0.998
29 H -0.1898 0.4259 0.6754  O28 0.907
30 H -0.0908 0.3199 -0.6506  O28 0.998

Summary:
- Net charge: 0
- HOMO-LUMO gap: 9.4 eV

Which of them is the least stable? Correct choice: three.